No. 1
Density functional theory data (ωB97M-V/def2-TZVPD) for a structure of composition C22H28N8O2RhS.

largest force on an atom	0.58	eV/A
charge	+1
energy	-1952.2480	Eh
ΔE to the lowest compared entry with this formula, charge and spin	0.0	kJ/mol

Geometry as XYZ:
```
62
C22H28N8O2RhS ωB97M-V/def2-TZVPD
Rh 0.23 -0.89 -0.16
O 1.28 -2.39 0.49
C 0.75 -3.53 0.90
C 1.59 -4.40 1.61
C 1.14 -5.63 2.04
C -0.16 -6.05 1.77
C -1.00 -5.22 1.07
C -0.58 -3.95 0.63
C -1.53 -3.18 -0.11
N -1.36 -1.96 -0.50
N -2.38 -1.33 -1.19
C -2.05 -0.13 -1.53
O -0.87 0.41 -1.27
C -3.03 0.73 -2.21
C -4.38 0.37 -2.25
C -5.30 1.20 -2.87
C -4.88 2.39 -3.46
C -3.54 2.75 -3.43
C -2.62 1.92 -2.81
H 2.60 -4.08 1.81
H 1.82 -6.28 2.59
H -0.51 -7.02 2.11
H -2.01 -5.53 0.85
H -2.48 -3.64 -0.37
H -4.69 -0.55 -1.79
H -6.34 0.92 -2.90
H -5.60 3.03 -3.96
H -3.21 3.66 -3.90
H -1.57 2.19 -2.79
C -2.69 2.93 3.12
N -1.95 1.69 2.94
C -1.42 1.31 1.78
N -1.53 2.08 0.72
S -0.59 -0.21 1.83
H -3.01 2.99 4.16
H -3.58 2.95 2.49
H -2.07 3.80 2.91
H -1.84 1.07 3.72
H -2.09 2.91 0.74
H -1.21 1.70 -0.18
C 1.77 1.75 -0.23
N 2.01 0.28 -0.06
C 2.81 0.09 1.19
N 4.05 0.83 1.14
C 3.76 2.25 0.96
N 3.01 2.49 -0.28
C 3.81 2.00 -1.41
N 4.11 0.57 -1.27
C 2.87 -0.17 -1.21
C 4.83 0.36 -0.01
H 1.17 2.09 0.62
H 1.20 1.89 -1.15
H 3.00 -0.98 1.30
H 2.20 0.44 2.03
H 4.69 2.81 0.92
H 3.17 2.60 1.81
H 4.74 2.55 -1.45
H 3.26 2.16 -2.33
H 3.06 -1.23 -1.08
H 2.30 -0.01 -2.13
H 5.77 0.91 -0.05
H 5.05 -0.70 0.11
```

Results of the Löwdin charge analysis, in e, for atoms 1 through 8: 0.998 -0.231 -0.314 -0.005 -0.054 -0.072 -0.035 -0.139



No. 2
Density functional theory data (ωB97M-V/def2-TZVPD) for the ion C11H14F2N with charge +1.

largest force on an atom	4.89	eV/A
SMILES	CC1(C)[C@H]([NH3+])c2ccccc2C1(F)F
charge	+1
energy	-681.7697	Eh
ΔE to the lowest compared entry with this formula, charge and spin	0.0	kJ/mol

Geometry as XYZ:
```
28
C11H14F2N ωB97M-V/def2-TZVPD
C -0.49 0.85 -2.10
C -0.53 -0.41 -1.16
C -1.35 -1.55 -1.84
C -1.09 -0.13 0.27
N -2.05 1.03 0.26
C 0.14 0.12 1.15
C 0.24 0.56 2.49
C 1.51 0.62 3.06
C 2.67 0.36 2.34
C 2.56 -0.14 1.05
C 1.26 -0.22 0.46
C 0.92 -0.83 -0.92
F 1.13 -2.15 -0.87
F 1.80 -0.44 -1.90
H -0.02 0.45 -2.95
H 0.03 1.78 -1.92
H -1.43 1.04 -2.62
H -2.36 -1.16 -1.89
H -1.34 -2.46 -1.29
H -0.89 -1.77 -2.84
H -1.63 -1.04 0.48
H -2.38 1.30 1.22
H -2.88 0.63 -0.33
H -1.82 1.68 -0.43
H -0.60 0.58 3.07
H 1.51 1.21 4.04
H 3.65 0.47 2.70
H 3.45 -0.35 0.48
```

Results of the Löwdin charge analysis, in e, for atoms 1 through 8: -0.009 -0.362 0.007 -0.154 0.251 -0.120 -0.013 -0.047



No. 3
Density functional theory data (ωB97M-V/def2-TZVPD) for a cluster of 4 separate species, H10NO3 in total.

largest force on an atom	2.41	eV/A
charge	+1
energy	-286.2393	Eh
ΔE to the lowest compared entry with this formula, charge and spin	68.6	kJ/mol

Geometry as XYZ:
```
14
H10NO3 ωB97M-V/def2-TZVPD
N -0.23 -0.29 0.84
H -0.46 0.51 0.18
H -0.71 -0.35 1.73
H -0.27 -1.19 0.29
H 0.77 -0.15 1.01
H -1.18 2.06 -1.00
H -1.11 2.98 0.13
O -0.80 2.12 -0.12
H 2.26 1.68 -0.87
H 2.97 0.57 -0.14
O 2.16 0.76 -0.58
H -1.84 -2.98 -0.73
H -0.42 -3.11 -0.60
O -1.13 -2.61 -0.16
```

Results of the Löwdin charge analysis, in e, for atoms 1 through 8: 0.258 0.085 0.147 0.088 0.115 0.074 0.077 -0.024



No. 4
Density functional theory data (ωB97M-V/def2-TZVPD) for an isolated molecule of C4H7ClFNO.

largest force on an atom	5.18	eV/A
SMILES	[H]/N=C(\Cl)[C@@H](F)[C@@H](C)O
energy	-846.5912	Eh
ΔE to the lowest compared entry with this formula, charge and spin	136.0	kJ/mol

Geometry as XYZ:
```
15
C4H7ClFNO ωB97M-V/def2-TZVPD
H -2.89 -0.91 -2.17
N -2.52 -0.32 -1.50
C -1.30 -0.52 -1.46
Cl -0.41 -1.77 -2.19
C -0.26 0.68 -0.45
F -1.14 1.16 0.51
C 0.88 -0.11 0.24
C 1.45 0.68 1.47
O 0.29 -1.31 0.73
H 0.09 1.50 -0.97
H 1.63 -0.29 -0.49
H 2.10 -0.10 1.86
H 1.97 1.57 1.07
H 0.57 0.84 2.18
H -0.46 -1.08 1.18
```

Results of the Löwdin charge analysis, in e, for atoms 1 through 8: 0.013 0.106 -0.711 0.707 -0.153 -0.027 -0.399 -0.024



No. 5
Density functional theory data (ωB97M-V/def2-TZVPD) for a structure of composition C22H41Cl39NO5P3Si2.

largest force on an atom	1.13	eV/A
energy	-20844.4122	Eh

Geometry as XYZ:
```
113
C22H41Cl39NO5P3Si2 ωB97M-V/def2-TZVPD
C -3.67 -2.47 -2.30
C -2.74 -1.64 -1.40
P -3.46 0.09 -1.20
C -4.34 0.02 0.44
Si -1.76 1.50 -1.08
O -0.58 1.18 0.11
Si -0.84 1.40 1.72
C 0.70 0.95 2.69
C 1.75 0.12 1.90
C 2.01 -1.30 2.50
C 3.30 -1.38 3.36
O 4.17 -2.41 2.85
C 5.25 -2.62 3.75
P -1.41 3.53 2.25
N -1.18 4.56 1.10
O -2.93 3.47 2.83
O -0.53 3.89 3.58
P -0.75 1.30 -3.09
C 0.71 0.27 -2.58
O -0.06 2.79 -3.40
H -3.65 -2.14 -3.34
H -3.40 -3.54 -2.27
H -4.71 -2.40 -1.95
H -1.73 -1.58 -1.81
H -2.71 -2.07 -0.39
H -4.42 1.05 0.82
H -3.80 -0.61 1.16
H -5.34 -0.39 0.26
H -2.31 2.86 -0.95
H -1.95 0.52 2.18
H 1.19 1.87 3.06
H 0.37 0.41 3.59
H 1.49 0.00 0.84
H 2.69 0.69 1.93
H 2.16 -2.01 1.66
H 1.14 -1.64 3.07
H 3.84 -0.43 3.29
H 3.06 -1.63 4.40
H 6.04 -3.15 3.23
H 5.66 -1.66 4.12
H 4.91 -3.20 4.63
H -2.05 5.05 0.86
H -3.03 2.69 3.40
H 0.20 4.48 3.31
H 1.03 -0.39 -3.40
H 0.48 -0.34 -1.70
H 1.53 0.95 -2.28
H 0.62 3.01 -2.75
C 5.71 2.29 1.62
Cl 6.47 1.27 2.84
Cl 5.56 1.45 0.08
Cl 4.09 2.79 2.16
H 6.32 3.17 1.48
C -0.93 5.28 -3.92
Cl -0.65 7.02 -3.72
Cl -2.04 4.69 -2.68
Cl -1.53 4.93 -5.53
H 0.01 4.77 -3.79
C -8.81 -3.44 -2.45
Cl -7.50 -4.48 -3.00
Cl -10.05 -4.37 -1.61
Cl -8.18 -2.15 -1.42
H -9.26 -2.98 -3.32
C -5.92 0.19 -5.18
Cl -4.82 -0.95 -5.95
Cl -7.06 -0.66 -4.11
Cl -5.01 1.39 -4.28
H -6.50 0.68 -5.94
C -3.69 3.49 -8.51
Cl -3.55 5.25 -8.46
Cl -4.66 2.93 -7.15
Cl -4.33 2.93 -10.06
H -2.70 3.08 -8.39
C 1.36 6.99 -7.94
Cl 1.69 5.93 -6.57
Cl 1.59 6.15 -9.47
Cl -0.27 7.66 -7.83
H 2.06 7.82 -7.90
C 5.32 -6.97 3.68
Cl 6.06 -7.67 2.23
Cl 6.41 -5.81 4.44
Cl 3.77 -6.22 3.29
H 5.14 -7.77 4.38
C 0.80 6.99 5.42
Cl 0.47 8.72 5.38
Cl 1.85 6.53 4.08
Cl 1.50 6.52 6.97
H -0.14 6.46 5.30
C -2.32 -5.34 -4.39
Cl -1.37 -3.99 -3.75
Cl -2.75 -6.47 -3.11
Cl -3.76 -4.75 -5.22
H -1.71 -5.86 -5.12
C 4.75 -3.78 -0.15
Cl 6.01 -4.74 0.62
Cl 5.30 -2.15 -0.54
Cl 4.16 -4.60 -1.60
H 3.92 -3.69 0.55
C -1.10 -3.82 4.28
Cl -1.39 -2.08 4.14
Cl -0.10 -4.40 2.95
Cl -0.36 -4.21 5.83
H -2.05 -4.32 4.22
C 5.18 5.71 7.12
Cl 6.58 5.12 8.02
Cl 5.39 7.40 6.67
Cl 4.89 4.72 5.69
H 4.31 5.64 7.76
C 1.24 -9.59 2.52
Cl 0.81 -11.30 2.59
Cl 1.12 -8.85 4.12
Cl 2.86 -9.37 1.86
H 0.54 -9.09 1.87
```

Results of the Löwdin charge analysis, in e, for atoms 1 through 8: -0.237 -0.458 0.752 -0.340 0.211 -0.456 0.468 -0.274



No. 6
Density functional theory data (ωB97M-V/def2-TZVPD) for a structure of composition C7H9Cl17.

largest force on an atom	2.14	eV/A
energy	-8095.3414	Eh
ΔE to the lowest compared entry with this formula, charge and spin	77.5	kJ/mol

Geometry as XYZ:
```
33
C7H9Cl17 ωB97M-V/def2-TZVPD
Cl 0.36 -1.35 2.32
C 2.03 -1.33 1.71
C 2.47 -2.64 1.01
Cl 1.59 -2.96 -0.51
H 2.62 -1.03 2.58
H 1.97 -0.51 0.99
H 2.36 -3.50 1.68
H 3.53 -2.53 0.78
C -0.07 4.07 -3.00
Cl -0.32 4.78 -4.57
Cl 0.29 5.16 -1.75
Cl 1.11 2.71 -3.05
H -1.01 3.57 -2.74
C -0.58 1.02 0.14
Cl 0.75 2.06 0.67
Cl -0.19 -0.06 -1.25
Cl -1.81 2.19 -0.31
H -0.90 0.38 0.96
C -3.50 2.52 3.83
Cl -3.14 3.10 5.45
Cl -5.03 1.55 3.68
Cl -2.06 1.59 3.18
H -3.66 3.43 3.25
C -2.25 -3.55 0.33
Cl -1.75 -3.29 -1.35
Cl -2.55 -1.98 0.97
Cl -0.97 -4.35 1.34
H -3.15 -4.16 0.37
C 2.65 -1.03 -3.33
Cl 3.33 -0.57 -1.73
Cl 3.54 -2.42 -4.06
Cl 2.74 0.43 -4.39
H 1.61 -1.31 -3.17
```

Results of the Löwdin charge analysis, in e, for atoms 1 through 8: 0.547 -0.609 -0.618 0.509 0.075 -0.006 0.067 0.064



No. 7
Density functional theory data (ωB97M-V/def2-TZVPD) for a structure of composition C35H32HfN5O4S.

largest force on an atom	5.82	eV/A
charge	+1
energy	-2373.6900	Eh
ΔE to the lowest compared entry with this formula, charge and spin	201.4	kJ/mol

Geometry as XYZ:
```
78
C35H32HfN5O4S ωB97M-V/def2-TZVPD
Hf 13.48 11.71 10.59
N 17.63 9.71 10.66
C 16.45 10.32 10.59
S 15.48 10.68 11.94
N 16.09 10.64 9.32
N 15.28 11.80 9.29
C 15.77 12.88 8.65
C 15.41 14.23 8.93
C 16.14 15.32 8.28
C 15.75 16.60 8.55
C 14.63 16.82 9.39
C 13.97 15.83 10.06
C 14.49 14.54 9.98
O 14.09 13.67 10.86
H 18.02 9.50 11.59
H 18.01 9.26 9.82
H 16.33 12.68 7.77
H 16.97 15.09 7.65
H 16.29 17.39 7.99
H 14.35 17.88 9.52
H 13.13 16.02 10.75
C 14.01 9.55 7.86
O 13.47 9.85 9.25
C 12.71 8.86 9.91
C 12.94 7.48 9.88
C 12.13 6.67 10.65
C 11.13 7.21 11.48
C 10.88 8.55 11.55
C 11.71 9.38 10.74
N 11.56 10.71 10.54
N 10.35 11.17 10.55
C 10.11 12.02 9.47
C 11.19 12.40 8.56
O 12.44 12.47 8.96
C 10.82 12.60 7.20
C 9.48 12.80 6.83
C 8.41 12.61 7.79
C 7.07 12.64 7.43
C 6.07 12.13 8.23
C 6.38 11.77 9.57
C 7.73 11.84 9.95
C 8.74 12.22 9.08
H 13.80 8.50 7.68
H 13.38 10.12 7.16
H 15.06 9.89 7.87
H 13.80 7.07 9.31
H 12.32 5.62 10.62
H 10.42 6.60 12.04
H 10.08 8.97 12.18
H 11.73 12.66 6.54
H 9.21 13.07 5.83
H 6.89 12.99 6.45
H 5.06 11.95 7.88
H 5.62 11.42 10.25
H 8.06 11.70 10.98
C 11.26 15.90 17.02
C 11.54 14.73 16.19
C 10.70 13.55 16.16
C 11.11 12.34 15.50
C 10.39 10.98 15.66
C 12.28 12.50 14.68
C 12.45 11.57 13.65
O 13.00 11.90 12.50
C 13.21 13.59 14.79
C 14.51 13.60 14.14
C 12.77 14.71 15.51
H 10.19 16.08 17.25
H 11.67 16.77 16.59
H 11.87 15.81 17.92
H 9.72 13.56 16.59
H 9.97 10.81 16.66
H 11.14 10.23 15.49
H 9.66 10.82 14.86
H 12.00 10.59 13.81
H 14.50 14.08 13.18
H 14.91 12.55 14.05
H 15.20 14.24 14.70
H 13.46 15.55 15.58
```

Results of the Löwdin charge analysis, in e, for atoms 1 through 8: 1.516 0.081 -0.865 0.683 -0.092 -0.172 -0.017 -0.119



No. 8
Density functional theory data (ωB97M-V/def2-TZVPD) for an isolated molecule of C2H5FSi.

largest force on an atom	10.39	eV/A
multiplicity	3
energy	-468.3232	Eh
ΔE to the lowest compared entry with this formula, charge and spin	92.3	kJ/mol

Geometry as XYZ:
```
9
C2H5FSi ωB97M-V/def2-TZVPD
C -0.25 -0.96 -1.12
C 0.43 0.07 -0.62
F -0.10 -1.39 -2.31
Si 0.06 0.65 1.15
H -1.06 -1.44 -0.75
H 1.35 0.52 -1.22
H -0.25 2.02 1.25
H 1.13 0.25 1.98
H -1.31 0.28 1.64
```

Results of the Löwdin charge analysis, in e, for atoms 1 through 8: -0.367 -0.241 0.078 0.638 0.067 0.113 -0.116 -0.103